(1)
The following is a quantum chemistry calculation of a molecular structure, C31H68N8O19S3 in a non-equilibrium geometry, from the OMol25 dataset.

The calculation puts the maximum force at 2.7 eV/Å. The LUMO energy is -0.231 eV. The value obtained for the electronic energy is -116574.76084 eV. As for the charge: 0.

Element x y z (Å)
C  0.8278  5.8742  -0.0798
O  -0.1746  5.8813  -0.7608
N  0.9064  5.6241  1.2692
C  -0.2668  5.2892  2.0022
C  2.1876  5.4197  1.9107
H  1.8101  6.0499  -0.5122
H  -1.0891  5.3253  1.2723
H  -0.4309  6.0302  2.7980
H  -0.1830  4.2801  2.4161
H  2.4519  4.3575  1.8909
H  2.9385  5.9707  1.3653
H  2.1816  5.7136  2.9497
C  -4.4627  0.4752  3.3253
O  -4.9594  -0.6030  2.9990
N  -3.5103  0.6709  4.3164
C  -2.9452  1.9833  4.5938
C  -2.8964  -0.4903  4.9632
H  -4.8327  1.3781  2.8282
H  -3.4310  2.7179  3.9222
H  -1.8682  1.9746  4.3087
H  -2.9523  2.2811  5.6494
H  -3.4463  -1.3715  4.5767
H  -1.8388  -0.5343  4.5879
H  -2.8807  -0.3032  6.0392
C  -1.8137  3.9654  -3.2942
O  -2.9614  3.8323  -3.7048
N  -0.8406  3.1274  -3.6310
C  0.4659  3.2614  -3.0263
C  -1.0587  2.0133  -4.4947
H  -1.5321  4.8237  -2.6366
H  0.9054  2.3820  -2.5500
H  0.4070  4.0694  -2.3205
H  1.1866  3.4923  -3.7845
H  -2.0532  2.1446  -4.8665
H  -0.3176  1.8212  -5.2835
H  -1.0354  1.0899  -3.9247
C  -5.1197  2.1676  -1.6397
O  -6.0117  2.8419  -1.1098
N  -5.3183  1.3488  -2.6642
C  -4.1851  0.5718  -3.1473
C  -6.5313  1.3215  -3.3737
H  -4.1031  2.1075  -1.1793
H  -3.3794  0.7501  -2.4617
H  -3.9384  0.9391  -4.1618
H  -4.4410  -0.4847  -3.3020
H  -6.8006  0.2635  -3.6148
H  -7.3420  1.7456  -2.7716
H  -6.4802  1.8601  -4.3197
C  -0.2599  -3.6886  2.8400
O  0.0428  -2.5906  3.2602
N  -0.0770  -4.8214  3.5192
C  -0.5758  -6.0582  2.9725
C  0.3022  -4.8138  4.8682
H  -0.7676  -3.7654  1.8778
H  -1.5056  -6.3088  3.5042
H  0.0640  -6.9473  3.0108
H  -0.9198  -5.8517  1.9593
H  0.4735  -3.7549  5.1218
H  -0.4327  -5.3040  5.5310
H  1.2653  -5.3207  5.0173
C  -3.4233  -3.7559  1.9051
O  -2.9891  -4.7868  2.4369
N  -3.2233  -3.4872  0.5993
C  -3.5266  -2.2186  0.0591
C  -2.5743  -4.4793  -0.2673
H  -3.9946  -2.9691  2.5239
H  -2.6745  -1.5726  -0.1693
H  -4.1802  -1.7000  0.7687
H  -4.1177  -2.2978  -0.8441
H  -3.0287  -4.4541  -1.2492
H  -1.5256  -4.2127  -0.4020
H  -2.6246  -5.4268  0.2738
C  -1.3947  -2.1916  -4.5121
O  -2.4247  -1.9855  -3.8712
N  -0.0995  -2.1355  -4.0494
C  1.0128  -2.4037  -4.9292
C  0.0734  -1.8789  -2.6122
H  -1.4009  -2.2470  -5.5952
H  1.6718  -3.1368  -4.4797
H  1.5383  -1.4768  -5.1727
H  0.6295  -2.7767  -5.8798
H  -0.8304  -1.3577  -2.3004
H  0.1639  -2.8193  -2.0721
H  0.9795  -1.2757  -2.4668
C  5.0990  -1.6440  -3.3407
C  5.2156  -3.0242  -2.7087
C  3.9443  -3.3818  -1.9346
C  3.5725  -2.4273  -0.8743
N  3.2098  -1.6540  -0.0967
H  6.0789  -1.1904  -3.4959
H  4.5549  -0.9810  -2.6538
H  4.6705  -1.5928  -4.3634
H  6.0314  -3.0382  -1.9703
H  5.4904  -3.8047  -3.4211
H  3.9639  -4.3597  -1.4638
H  3.0546  -3.4074  -2.5964
C  5.1178  4.1714  -3.7223
C  6.1656  3.2399  -3.1449
O  5.5597  1.8983  -3.1350
S  3.9526  2.1253  -3.0168
O  3.5151  1.8188  -1.6623
O  3.3786  1.4869  -4.1989
O  3.9190  3.7724  -3.0819
H  5.0787  4.1323  -4.8274
H  5.1686  5.2255  -3.4800
H  6.3875  3.5127  -2.1236
H  7.0270  3.1417  -3.7695
C  0.0637  0.2529  1.7892
C  0.9082  1.0591  0.5908
O  0.1273  2.1433  0.2181
S  -1.4080  1.6353  0.4338
O  -1.7527  0.6499  -0.5772
O  -2.2535  2.7430  0.5755
O  -1.2093  0.8832  1.8595
H  0.6214  0.3069  2.7522
H  -0.0007  -0.8183  1.5868
H  0.9915  0.4096  -0.2692
H  1.9175  1.3805  0.8615
C  2.3163  -1.3633  4.8709
C  3.5064  -0.3913  5.0734
O  3.8965  -0.4530  6.4698
S  3.2718  -1.9203  7.0322
O  2.1624  -1.5288  7.8796
O  4.2742  -2.8765  7.4388
O  2.6555  -2.5183  5.6172
H  2.2203  -1.7058  3.8436
H  1.3588  -0.9252  5.1829
H  3.3805  0.6531  4.8062
H  4.3129  -0.8147  4.5019

Cartesian forces (eV/Å) of the 3 atoms listed first:
0.055 -0.410 0.906
-0.130 0.054 0.189
0.503 0.391 -0.995

---

(2)
The following is a quantum chemistry calculation of a molecular structure, C31H68NO13Zn in a non-equilibrium geometry, from the OMol25 dataset.

The calculation puts the maximum force at 4.7 eV/Å. The LUMO energy is 1.620 eV. The value obtained for the electronic energy is -109773.83762 eV. The energy relative to the best compared isomer or geometry (same formula, charge and spin) comes out at 0.0 kcal/mol. As for the charge: -1.

Element x y z (Å)
Zn  12.9199  -17.0790  1.8487
C  12.8562  -17.2940  -2.1814
C  11.3189  -17.3084  -2.1012
C  10.8227  -18.3310  -3.1940
C  9.3471  -18.6811  -3.1419
C  9.0462  -19.2213  -1.7154
C  9.4488  -18.2723  -0.5571
N  10.8237  -17.7807  -0.7724
O  11.4311  -17.0426  0.3299
C  9.2891  -19.0747  0.6933
C  8.3688  -17.1193  -0.4669
C  10.8474  -15.9087  -2.4791
H  13.2970  -16.4237  -1.6952
H  13.1869  -17.3649  -3.2176
H  13.3157  -18.1302  -1.6545
H  11.3766  -19.2565  -3.0365
H  10.9973  -17.9025  -4.1809
H  9.2167  -19.5017  -3.8474
H  8.7578  -17.8142  -3.4407
H  9.5167  -20.2001  -1.6225
H  7.9875  -19.4492  -1.5922
H  10.1265  -19.7666  0.7836
H  8.4450  -19.7628  0.7368
H  9.2240  -18.4951  1.6141
H  8.5789  -16.3185  0.2422
H  7.4321  -17.5355  -0.0964
H  8.2296  -16.6518  -1.4417
H  11.1043  -15.6761  -3.5125
H  11.1134  -15.0742  -1.8302
H  9.7611  -15.8781  -2.3937
C  16.6850  -16.8010  3.9995
C  15.6510  -16.8560  3.1095
C  15.9282  -16.9104  1.6017
O  14.9572  -16.8435  0.7160
C  17.1389  -17.0147  1.0893
C  18.3103  -17.1002  1.9748
C  18.0728  -16.8580  3.5416
O  19.0742  -16.6951  4.2516
O  19.5094  -17.2778  1.6874
O  14.4657  -16.8249  3.5972
H  16.5008  -16.7597  5.0629
H  17.3198  -17.0457  0.0250
C  15.9696  -20.9195  3.9383
C  14.8726  -20.4969  4.8824
O  13.7686  -20.3300  4.1514
H  15.9726  -21.9851  3.7090
H  16.9434  -20.8299  4.4198
H  15.9081  -20.2251  3.1003
H  15.0496  -19.5186  5.3292
H  14.7355  -21.2799  5.6282
H  13.0230  -20.1713  4.7348
C  17.2041  -13.5615  -0.9253
C  16.8515  -14.6342  -1.9403
O  15.5415  -15.0118  -1.7134
H  16.5541  -12.6927  -1.0284
H  18.2238  -13.1804  -0.9808
H  16.9632  -13.9561  0.0618
H  17.5170  -15.4813  -1.7742
H  17.0056  -14.2321  -2.9416
H  15.4910  -15.6757  -1.0218
C  9.6836  -12.4655  2.6001
C  10.5532  -12.3090  3.7597
O  11.5059  -13.3381  3.8614
H  10.2895  -12.4069  1.6959
H  8.9885  -11.6259  2.5974
H  9.2104  -13.4471  2.5767
H  9.9504  -12.3854  4.6647
H  11.0343  -11.3315  3.7265
H  12.0333  -13.2169  4.6544
C  14.7051  -16.2221  8.8953
C  14.2419  -16.6876  7.4666
O  14.7895  -15.7617  6.5610
H  15.7921  -16.1483  8.9287
H  14.4414  -16.9804  9.6325
H  14.3336  -15.2455  9.2056
H  13.1660  -16.8378  7.3783
H  14.6854  -17.6530  7.2230
H  14.7003  -16.1580  5.6912
C  14.2566  -13.1285  1.9973
C  13.2080  -13.9511  1.2162
O  12.6969  -14.9964  2.0392
H  14.5746  -12.3142  1.3462
H  15.1239  -13.7693  2.1569
H  13.9714  -12.6926  2.9547
H  13.7268  -14.3548  0.3466
H  12.3399  -13.3537  0.9376
H  12.1900  -14.4914  2.6792
C  9.9363  -20.4876  3.9142
C  10.4121  -20.3143  5.3606
O  11.4137  -19.3124  5.4049
H  10.5954  -21.0327  3.2386
H  9.6692  -19.5011  3.5352
H  9.0048  -21.0538  3.9143
H  10.9012  -21.2397  5.6647
H  9.5871  -19.9519  5.9738
H  11.7044  -19.3444  6.3193
C  14.4244  -20.6194  0.4172
C  13.0439  -20.0631  0.7883
O  13.2372  -19.1277  1.8667
H  14.7863  -21.0874  1.3326
H  15.1529  -19.9203  0.0065
H  14.4328  -21.3680  -0.3751
H  12.3652  -20.8657  1.0769
H  12.7028  -19.4567  -0.0508
H  13.6700  -19.6287  2.5619
C  10.7561  -16.0687  5.1053
C  10.4773  -16.5914  3.7200
O  11.5940  -17.4562  3.4097
H  10.7985  -16.8616  5.8521
H  10.0007  -15.4051  5.5263
H  11.7408  -15.6023  5.1331
H  10.4633  -15.7265  3.0568
H  9.5007  -17.0757  3.7197
H  11.5513  -18.1279  4.0943

Cartesian forces (eV/Å) of the 3 atoms listed first:
0.886 0.091 -1.236
0.081 -0.334 0.814
-0.384 -0.478 0.193

---

(3)
The following is a quantum chemistry calculation of a molecular structure, C31H69BFN3O17Pb in a non-equilibrium geometry, from the OMol25 dataset.

The calculation puts the maximum force at 3.0 eV/Å. The LUMO energy is -0.016 eV. The value obtained for the electronic energy is -81186.31782 eV. As for the charge: 0.

Element x y z (Å)
Pb  -1.4743  0.8225  -0.4811
O  -5.9230  8.4092  0.0163
C  -5.2796  7.6015  0.6699
O  -4.1863  6.9276  0.2673
B  -3.6726  6.0713  1.4344
O  -4.6422  6.3534  2.5068
C  -5.4855  7.3196  2.1606
O  -6.2873  7.8496  2.9194
O  -2.2228  6.2872  1.8006
C  -1.6062  5.1539  1.6417
O  -0.4307  4.9548  1.6785
C  -2.5120  4.0995  1.0627
O  -3.7048  4.5984  1.0487
O  -2.1525  2.9425  0.7701
F  -0.3791  -1.3709  -0.9265
C  3.0472  -2.0939  -2.5952
C  3.5746  -2.6605  -3.8411
C  5.1117  -2.8329  -3.7170
O  3.0207  -3.9522  -3.9947
H  3.3642  -1.0518  -2.6354
H  3.5137  -2.5898  -1.7439
H  1.9644  -2.0991  -2.4706
H  3.4134  -2.0508  -4.7301
H  5.6727  -1.9355  -3.4562
H  5.4814  -3.1836  -4.6806
H  5.3449  -3.6268  -3.0074
H  3.2320  -4.4720  -3.2158
C  -2.0935  -4.1115  -3.7099
C  -0.6603  -3.6383  -3.9841
C  -0.1394  -3.6720  -5.3777
O  -0.6938  -2.3283  -3.5361
H  -2.1357  -4.3123  -2.6393
H  -2.2834  -5.0723  -4.1882
H  -2.9230  -3.4272  -3.8879
H  -0.0343  -4.2259  -3.3126
H  -0.0037  -4.6858  -5.7544
H  0.8553  -3.2278  -5.3401
H  -0.7199  -2.9749  -5.9821
H  -0.4928  -2.2705  -2.5992
C  0.5221  -4.8697  -0.0743
C  -0.8740  -4.4080  0.2468
C  -1.6778  -5.4075  1.0556
O  -0.6110  -3.4103  1.1592
H  0.9856  -5.4764  0.7036
H  1.1585  -4.0762  -0.4662
H  0.4317  -5.4169  -1.0127
H  -1.3603  -4.0049  -0.6415
H  -1.2787  -5.6729  2.0346
H  -1.7631  -6.2842  0.4136
H  -2.6402  -4.9941  1.3571
H  -0.3638  -2.7082  0.5529
C  4.6694  3.3171  6.8144
O  4.8602  1.9985  6.3366
C  6.1169  1.7920  5.7091
C  6.2038  0.3198  5.2065
N  5.3529  0.1074  4.0333
C  5.4857  -1.2865  3.5843
C  4.7821  -1.6352  2.3404
O  3.4131  -1.5848  2.5593
C  2.4502  -1.9160  1.5718
H  5.0772  4.1490  6.2402
H  5.0543  3.3291  7.8341
H  3.5796  3.3325  6.8281
H  6.9536  1.9901  6.3790
H  6.1065  2.4520  4.8418
H  6.0537  -0.2395  6.1300
H  7.2133  0.0451  4.9007
H  4.3582  0.1825  4.1917
H  5.1249  -2.0182  4.3073
H  6.5641  -1.3670  3.4484
H  4.9719  -2.6610  2.0244
H  5.0787  -1.0438  1.4742
H  2.3471  -2.9694  1.3114
H  2.6844  -1.3984  0.6416
H  1.4464  -1.6023  1.8583
C  1.3743  2.1172  1.1795
O  0.1889  1.3731  1.3449
C  -0.2780  1.3997  2.6685
C  -1.1987  0.1209  2.8566
N  -2.4136  0.2777  2.0121
C  -3.0995  -0.9878  1.9724
C  -4.1785  -1.0990  0.8852
O  -3.6716  -0.7483  -0.3691
C  -4.7231  -0.8679  -1.3360
H  1.2128  3.1948  1.1506
H  1.9424  1.9323  0.2678
H  2.1200  1.8435  1.9259
H  -0.7799  2.3447  2.8767
H  0.5998  1.3372  3.3116
H  -1.4319  0.0473  3.9188
H  -0.6559  -0.7973  2.6319
H  -3.0465  0.9355  2.4442
H  -3.4652  -1.3206  2.9437
H  -2.4199  -1.7632  1.6188
H  -4.9819  -0.4579  1.2481
H  -4.5239  -2.1321  0.8462
H  -5.1864  -1.8543  -1.3143
H  -4.1979  -0.8937  -2.2909
H  -5.5478  -0.1664  -1.2101
C  -4.6766  2.4402  -0.9904
O  -3.5737  1.8614  -1.7458
C  -3.5495  2.2023  -3.1316
C  -2.9539  0.9995  -3.9045
N  -1.6819  0.5626  -3.2220
C  -0.5208  1.3152  -3.7025
C  0.6229  1.4554  -2.6563
O  0.2996  2.2274  -1.5583
C  -0.0678  3.6154  -1.7864
H  -4.7519  3.5274  -1.0141
H  -4.6709  2.0864  0.0405
H  -5.6305  2.1716  -1.4443
H  -2.9097  3.0835  -3.1783
H  -4.5570  2.3526  -3.5193
H  -2.7934  1.2591  -4.9508
H  -3.7176  0.2347  -4.0456
H  -1.5624  -0.3903  -3.5348
H  -0.7424  2.3218  -4.0572
H  -0.2345  0.6801  -4.5408
H  1.5729  1.7243  -3.1182
H  0.9167  0.4836  -2.2595
H  -1.1494  3.7427  -1.8327
H  0.5229  3.9917  -2.6216
H  0.2361  4.1281  -0.8738

Cartesian forces (eV/Å) of the 3 atoms listed first:
-0.188 -1.581 -0.122
1.256 -1.918 1.042
-0.310 2.057 -1.195